Entry from the OMol25 dataset: a structure of composition C22H41BrEuNOP3 in a non-equilibrium geometry (ωB97M-V/def2-TZVPD).

Its highest occupied orbital energy (alpha / beta) is -0.593 / -0.550 Eh. As for the max |F|: 3.224 eV/Å. The calculation puts the frontier orbital gap (alpha / beta) at 6.942 / 2.292 eV. Its spin multiplicity is 7. As for the total charge: +3. As for the expectation value of S²: 12.041. For the LUMO energy (alpha / beta), the calculation gives -9.1970 / -12.6809 eV.

Last column: Mulliken spin population.
Atoms and positions in Å:
Eu 1.341 -0.620 0.468  5.03
P -1.865 0.388 0.540  0.00
P 0.862 -2.097 2.765  -0.01
P -0.683 -2.195 -0.975  0.00
H 2.474 1.017 -3.200  0.00
C 1.510 0.742 -3.646  0.00
C 0.410 1.499 -3.557  0.00
H 0.388 2.439 -3.001  0.00
C -2.257 2.068 1.168  0.00
C -2.901 -0.523 1.769  0.00
C -3.126 0.422 -0.809  0.00
C 2.579 -2.743 2.500  0.01
C 1.214 -1.183 4.301  0.00
C 0.141 -3.666 3.370  0.00
C -1.183 -1.902 -2.718  0.00
C -2.065 -3.222 -0.351  0.00
C 0.492 -3.561 -1.292  0.02
H 1.477 -0.214 -4.181  0.00
H -0.537 1.150 -3.976  0.00
H -1.770 2.826 0.545  0.00
H -1.927 2.186 2.206  0.00
H -3.346 2.204 1.119  0.00
H -2.454 -0.408 2.764  0.00
H -2.969 -1.588 1.523  0.00
H -3.905 -0.074 1.763  0.00
H -2.806 1.125 -1.590  0.00
H -4.060 0.790 -0.359  0.00
H -3.303 -0.565 -1.255  0.00
H 2.944 -3.117 3.468  0.00
H 3.283 -1.950 2.192  0.00
H 2.575 -3.584 1.787  0.00
H 1.731 -1.887 4.974  0.00
H 0.254 -0.850 4.730  0.00
H 1.866 -0.320 4.076  0.00
H 0.756 -4.002 4.237  0.00
H 0.191 -4.417 2.555  0.00
H -0.904 -3.460 3.666  0.00
H -1.082 -2.852 -3.265  0.00
H -0.539 -1.136 -3.179  0.00
H -2.227 -1.568 -2.752  0.00
H -2.146 -4.113 -0.989  0.00
H -3.006 -2.660 -0.379  0.00
H -1.847 -3.533 0.681  0.00
H 0.004 -4.344 -1.887  0.00
H 0.885 -4.009 -0.366  0.00
H 1.334 -3.138 -1.847  0.00
C 3.689 -4.019 -1.393  0.30
C 4.744 -4.749 -0.814  -0.05
C 5.582 -5.523 -1.662  0.20
C 5.368 -5.562 -3.052  0.26
C 4.135 -5.104 -3.536  -0.04
C 3.231 -4.455 -2.649  0.21
O 3.182 -2.830 -0.824  0.09
H 3.895 -2.302 -0.399  0.00
H 4.916 -4.682 0.259  0.00
H 6.435 -6.090 -1.261  0.01
H 6.124 -5.945 -3.760  0.00
H 3.891 -5.240 -4.601  0.00
H 2.200 -4.351 -2.986  0.01
Br 2.941 5.396 -0.565  0.00
C 2.130 4.147 0.611  0.00
C 1.730 4.527 1.903  0.00
C 1.095 3.575 2.710  0.00
C 0.952 2.257 2.238  0.00
N 1.347 1.875 0.997  0.00
C 1.905 2.817 0.173  0.00
H 1.916 5.560 2.224  0.00
H 0.723 3.857 3.704  0.00
H 0.480 1.506 2.889  0.00
H 2.164 2.480 -0.839  0.00

Atoms 1-2, force components in eV/Å:
-0.89 1.24 -0.98
-0.91 0.53 0.59